1.
Formula: C45H43CuN5OP2S4Se2
Source: the Open Molecules 2025 dataset
Level of theory: ωB97M-V/def2-TZVPD

Each line ends with the Löwdin spin population.
Cartesian coordinates (Å):
C (1.34758, 2.20795, 2.10787)  0.000
C (0.51187, 3.99446, -3.86975)  0.000
H (-3.68229, 3.85593, -0.63383)  0.000
C (4.09390, -2.77497, 1.48850)  0.043
H (2.21000, -1.97594, 2.28717)  0.001
H (-0.93332, -7.13509, -4.67962)  0.004
N (-1.68423, -0.65602, 0.11148)  0.000
C (2.08214, -3.02078, -0.56549)  0.020
S (2.23526, 5.48061, -1.84865)  0.000
H (3.54624, -4.74167, -1.42908)  0.002
H (1.91869, -7.45303, 1.06195)  0.001
H (-0.88845, 6.25481, -6.01264)  0.000
C (4.16911, -3.60123, 0.35606)  0.001
C (-3.88186, -2.26461, 4.45713)  0.000
C (1.56553, 4.02810, -1.47259)  0.000
C (-0.23249, 5.46362, -5.51597)  0.000
H (1.66150, 0.36941, 2.29830)  0.000
C (-2.14222, 7.50925, 1.36649)  0.000
H (2.27926, 4.76583, 1.68598)  0.000
Se (1.52574, -1.88436, -3.75639)  0.054
C (0.16025, -4.35766, -2.38972)  0.073
C (1.18456, -5.56482, 1.72780)  0.005
C (0.37364, 4.57736, -6.25395)  0.000
C (-0.80972, -6.44773, -3.78832)  0.103
H (-0.41865, -8.05309, 0.55855)  0.000
S (-1.81824, 1.90618, -2.93494)  0.001
H (3.31308, 1.79314, 2.52493)  0.000
C (-0.26889, -1.72103, -1.19585)  0.002
H (-1.63474, 5.85634, 2.27000)  0.000
H (-0.63990, -0.93765, 4.73752)  0.000
H (2.82357, 3.32562, 3.11235)  0.000
H (-0.73809, 4.29077, -0.58470)  0.000
C (-1.22215, -4.48918, -2.55044)  0.233
H (2.13529, -5.35562, -2.86702)  0.001
C (-2.83942, -1.63073, 4.92370)  0.000
C (0.78679, 3.22041, -2.48634)  0.000
C (-1.41014, 3.60246, -1.09280)  0.000
C (0.19115, -4.52188, 1.62138)  0.002
Se (-4.02959, -4.01507, -0.12736)  0.010
C (0.56635, 0.72115, 2.34209)  0.000
Cu (1.05898, 0.35653, -2.81374)  0.006
H (1.96873, -4.96378, 2.38630)  0.001
H (-0.80802, 3.06574, 2.75143)  0.000
C (1.51486, 2.32209, 0.64640)  0.000
H (-2.50311, 7.33352, -0.59547)  0.000
H (-0.86321, 5.74048, -3.30401)  0.000
H (-4.54365, -2.71275, 5.17301)  0.000
N (-0.84043, 0.17937, -0.41998)  0.000
C (-0.92447, -4.76949, 0.80449)  0.007
C (-0.21829, -6.88868, 0.44786)  0.006
H (-4.38353, -3.59069, 2.57645)  0.000
H (2.86570, 1.56932, 4.05522)  0.000
H (-2.11846, -3.29760, -2.61404)  0.037
C (-1.37408, -1.88709, 2.96374)  0.000
H (0.27421, 2.01348, 0.20071)  0.000
H (-1.46961, 7.46461, 2.95438)  0.000
C (1.01006, -6.73534, 1.09374)  0.001
C (0.93321, -5.19545, -2.89363)  0.019
S (-2.52332, 9.25474, 1.17120)  0.000
C (2.96838, -2.02253, 1.59005)  0.006
C (-2.53909, -2.52542, 2.46092)  0.001
H (1.11137, -7.11791, -3.90964)  0.018
C (-2.90797, 3.47100, -1.23440)  0.000
S (1.15918, 3.30579, -5.31846)  0.000
H (0.63396, 3.61071, 4.00624)  0.000
C (-0.21802, 5.21207, -4.18364)  0.000
H (-2.07993, -6.52046, -0.17630)  0.002
N (-1.96806, 6.80318, 2.47309)  0.000
H (-2.64684, -4.89164, -3.85042)  0.000
C (3.14297, -3.80763, -0.56255)  0.017
N (-2.50197, 6.67753, 0.28087)  0.000
C (-1.32178, -1.89702, -0.25307)  0.002
N (-0.07581, -0.38035, -1.21660)  0.000
H (0.99935, -1.02348, 0.48831)  -0.001
C (-1.65623, -5.41053, -3.51542)  0.058
H (0.03213, 0.67733, 1.52919)  0.000
H (3.54434, 6.62227, 0.16810)  0.000
C (2.72278, 5.78765, -0.23871)  0.000
C (0.51182, -6.47948, -3.39492)  0.158
H (0.41355, 4.36962, 2.23245)  0.000
H (0.12187, 0.99178, 3.32512)  0.000
P (-2.19214, -3.15796, 0.64600)  0.003
C (1.97243, -2.14055, 0.54201)  0.039
C (-3.46888, -2.93741, 3.25805)  0.000
P (0.93606, -2.83728, -1.89013)  0.051
C (-1.15394, -5.91514, 0.33842)  0.007
C (-3.13836, 2.44513, -2.15739)  0.000
H (2.24878, 1.96127, 0.02240)  0.000
C (-1.54764, -1.34271, 4.27485)  0.000
H (-3.06161, -1.18614, 5.81896)  0.000
H (-4.07386, 2.00441, -2.58331)  0.000
H (-0.60498, -1.12351, 2.54544)  0.000
C (0.26419, 3.49961, 2.79038)  0.000
C (-0.75082, 2.91933, -2.06471)  0.000
C (2.70837, 2.19306, 2.98684)  0.000
H (4.60740, -3.01438, 2.57525)  0.003
O (1.57922, 2.11239, -2.81718)  0.001
H (0.29498, -3.33281, 2.30137)  0.000
H (5.03106, -4.12879, -0.03684)  0.000
H (0.59236, 4.55763, -7.46656)  0.000
C (2.43047, 4.69657, 0.61919)  0.000
C (1.79843, 3.71344, -0.13794)  0.000
H (-2.38025, 5.68106, 0.16682)  0.000

Calculated values
spin multiplicity	2
charge	-2
HOMO energy (spin up / spin down)	0.0331 / -0.0930	hartree
HOMO-LUMO gap (spin up / spin down)	2.7 / 6.2	eV

***

2.
Formula: C5H8N
Source: the Open Molecules 2025 dataset
Level of theory: ωB97M-V/def2-TZVPD

Each line ends with the Löwdin spin population.
Cartesian coordinates (Å):
C (-0.31106, -1.12688, -1.30223)  0.084
C (-0.34875, 1.43096, 1.21569)  0.115
H (1.68451, -1.86498, -1.05415)  0.007
H (-2.36824, -0.86025, 0.03764)  0.037
H (-0.85930, 1.20878, 2.04272)  0.008
H (1.16813, 0.69986, -1.24015)  0.005
N (0.59703, -0.03552, -0.79340)  0.069
H (-0.62447, 2.51868, 0.89526)  0.058
H (0.72281, 1.61091, 1.66120)  0.017
C (-0.50100, 0.37435, 0.22428)  0.711
H (0.88225, -1.99457, 0.43554)  0.000
C (0.95091, -1.45051, -0.51465)  0.098
H (-0.39426, -1.25012, -2.34660)  0.004
C (-1.38215, -0.49928, -0.25324)  0.787

Calculated values
spin multiplicity	3
charge	+1
HOMO energy (spin up / spin down)	-0.3905 / -0.6301	hartree
HOMO-LUMO gap (spin up / spin down)	7.5 / 9.9	eV

***

3.
Formula: C8H17ClSi
Source: the Open Molecules 2025 dataset
Level of theory: ωB97M-V/def2-TZVPD

Each line ends with the natural charge from an NBO analysis.
Cartesian coordinates (Å):
H (-1.57487, -1.30682, 3.09800)  0.208
C (4.30849, 0.08070, -0.14597)  -0.216
Cl (0.40169, 2.40999, -3.04646)  -0.021
C (-0.58643, 1.10064, -3.44154)  -0.415
C (-0.87047, 0.05117, 1.49090)  -0.591
C (-0.81637, -0.63344, 2.89703)  -0.602
C (4.52005, -0.76383, 0.75016)  -0.225
H (0.69236, 0.41919, -1.21344)  0.234
H (-1.95373, 0.35203, 1.44932)  0.222
C (-0.00933, -0.32600, -1.53259)  -0.835
H (4.25066, 0.83257, -0.83037)  0.221
H (0.75545, -2.22093, 0.53937)  -0.166
C (-0.00833, 1.30961, 1.27607)  -0.613
H (-1.39732, 1.53702, -4.09633)  0.218
H (4.34654, -1.36060, 1.55537)  0.220
H (0.99675, 1.09384, 1.21459)  0.208
H (-1.45926, -2.32638, -0.22832)  -0.178
H (-0.00089, -1.21522, 3.05135)  0.199
H (-0.13441, 1.94021, 2.07034)  0.205
H (-0.83018, 0.15362, 3.60934)  0.201
H (-0.44389, 1.87391, 0.54631)  0.214
Si (-0.45039, -1.27378, 0.11090)  1.084
H (0.60535, -0.99550, -2.21192)  0.229
C (-1.09970, 0.24601, -2.30473)  -0.429
H (-1.79151, 0.83351, -1.71188)  0.203
H (0.02305, 0.43605, -4.15650)  0.205
H (-1.78706, -0.55306, -2.68356)  0.219

Calculated values
SMILES string	CC(C)[SiH2]CCCCl.C#C
HOMO energy	-0.3653	hartree
HOMO-LUMO gap	10.8	eV

***

4.
Formula: C29H23AsCl3CoF6N3O2PS
Source: the Open Molecules 2025 dataset
Level of theory: ωB97M-V/def2-TZVPD

Each line ends with the Löwdin spin population.
Cartesian coordinates (Å):
N (-2.36790, -0.55872, 0.94149)  0.001
F (1.26683, 3.07597, 3.92174)  0.001
C (3.83499, 0.51258, 4.18290)  0.146
S (-0.36435, -0.67688, 3.27007)  0.530
C (0.26937, 2.42385, -1.30849)  0.000
Cl (-0.66458, -5.93754, -0.33114)  0.000
H (0.80279, -2.02917, -6.54505)  0.000
H (1.87021, -0.14230, -1.61912)  0.001
H (-2.54180, 3.78103, -3.57438)  0.000
C (-0.45341, -3.28125, 0.29085)  0.001
C (-4.41969, -1.03353, -0.22493)  0.000
C (3.47002, 0.22884, 2.84090)  0.004
C (-0.34398, -2.46634, -4.78825)  0.000
C (2.30863, -0.96073, -1.05070)  0.002
C (-4.46170, -0.66015, 2.12102)  0.001
O (-0.22684, -2.38954, 1.17087)  0.023
H (5.44791, 0.47533, 1.99813)  0.000
C (0.63305, -0.07526, -3.79049)  0.000
H (3.21912, 0.63321, 6.22346)  -0.003
F (-0.39174, 1.31687, 1.09494)  0.008
C (-1.74961, 2.07232, -2.55917)  0.000
H (3.20522, -1.27061, -1.58298)  0.000
C (-3.04209, -0.78075, -0.19823)  0.000
C (2.92525, 0.42748, 5.20444)  -0.003
H (-2.78816, -1.02686, -2.20823)  0.000
C (1.61431, 0.04990, 4.91623)  0.129
H (-2.60300, -0.14209, 2.96545)  0.006
F (-0.89429, 4.08947, 1.48700)  0.000
As (0.08367, 3.52877, 2.77575)  0.000
H (4.86661, 0.77004, 4.38662)  0.007
H (1.61185, -1.79727, -1.01912)  0.001
C (-0.33470, -4.71657, 0.88313)  0.000
C (2.14148, -0.09472, 2.52817)  0.047
N (-2.34523, -0.69536, -1.36548)  0.000
C (0.52109, -1.70195, -5.55310)  0.000
O (-0.73047, -3.11609, -0.87740)  0.002
C (2.65064, -0.48070, 0.31577)  0.011
C (-1.75139, 3.40414, -2.93927)  0.000
H (-6.19435, -1.18357, 0.94425)  0.000
H (-4.98016, -0.56167, 3.06244)  0.000
H (-4.89957, -1.22512, -1.17438)  0.000
H (4.70244, -0.22270, -0.26216)  -0.001
P (-0.73151, -0.21465, -1.36415)  -0.002
H (1.04548, 2.06675, -0.64477)  0.000
C (1.00635, -0.50216, -5.05277)  0.000
H (1.65557, 0.11745, -5.65662)  0.000
H (0.97577, 0.89061, -3.44341)  0.000
C (-0.20695, -0.85951, -2.99386)  0.000
Cl (1.31830, -4.92135, 1.50098)  0.000
C (-5.12939, -0.99506, 0.94417)  0.000
H (1.06691, 4.40754, -1.35860)  0.000
H (-0.73908, -3.39487, -5.17780)  0.000
Cl (-1.50166, -4.86555, 2.21207)  0.001
F (-0.20235, 4.94563, 3.64163)  0.000
F (-1.01764, 2.41052, 3.37385)  0.008
N (1.71894, -0.40267, 1.25675)  0.004
C (0.27601, 3.75384, -1.70165)  0.000
C (4.00464, -0.15312, 0.55941)  -0.013
H (-1.35492, -2.68044, -2.92372)  0.000
C (1.21255, -0.19159, 3.60364)  0.066
C (-0.73487, 4.24750, -2.51190)  0.000
C (-0.70132, -2.05707, -3.51149)  0.000
H (-2.54047, 1.42362, -2.91498)  0.000
C (4.41374, 0.22730, 1.79585)  0.013
F (1.32962, 3.32743, 1.58905)  0.000
C (-3.11156, -0.44609, 2.06848)  0.007
H (-0.73472, 5.28814, -2.80718)  0.000
H (0.87932, -0.04525, 5.70459)  0.003
C (-0.74397, 1.57243, -1.73405)  0.000
Co (-0.34927, -0.51169, 0.99297)  -0.001

Calculated values
spin multiplicity	2
charge	+1
HOMO energy (spin up / spin down)	-0.4266 / -0.4260	hartree
HOMO-LUMO gap (spin up / spin down)	7.8 / 6.0	eV

***

5.
Formula: C49H34N7RuS
Source: the Open Molecules 2025 dataset
Level of theory: ωB97M-V/def2-TZVPD

Each line ends with the Löwdin spin population.
Cartesian coordinates (Å):
N (0.01577, 1.53727, 2.94256)  0.006
H (1.91594, -5.04577, 0.31076)  0.000
H (-2.09887, 4.35082, -1.93806)  0.000
C (-1.55040, 2.25252, -1.46891)  0.003
C (5.99318, -4.06493, -0.76713)  0.000
H (-5.23881, 0.40839, -0.39163)  0.000
C (-2.70125, -1.58953, 0.23113)  0.000
C (1.01979, -0.20677, 2.08238)  0.004
H (-0.68168, -5.23890, 1.00029)  0.000
H (4.70298, -2.88386, -2.00277)  0.000
S (-1.53673, -1.69376, -4.93902)  0.110
C (-3.35914, -4.76935, 3.56836)  0.000
C (2.91434, 3.49845, -1.63361)  -0.001
C (-5.60452, 3.97518, -0.08264)  0.000
H (-4.93852, -6.21771, 3.58491)  0.000
H (-6.62372, 5.42386, -1.28663)  0.000
C (-3.91494, -4.48221, 0.87022)  0.000
C (-2.80924, 1.70526, -1.13832)  0.003
C (-0.38209, 1.37291, 1.67101)  0.013
C (4.63823, 5.68686, -1.85434)  -0.001
H (6.75470, -4.16415, -1.52630)  0.000
C (-4.64485, -5.37122, 1.63857)  0.000
C (4.84706, -3.34194, -1.03486)  -0.001
H (5.29633, 6.53920, -1.94354)  0.000
N (-2.06730, -0.51459, -0.33569)  0.000
N (0.20712, 0.32542, 1.12498)  -0.001
H (-4.82799, -1.99303, 0.71049)  0.000
H (7.08800, -5.18560, 0.69360)  0.000
N (0.21934, -2.23435, -0.04447)  -0.003
C (0.62822, 2.55746, -1.57009)  0.002
C (0.02427, 3.79822, -1.87649)  0.003
C (-1.33564, 3.61227, -1.79921)  0.001
C (3.64977, 5.67337, -0.88379)  0.000
C (-0.73127, -3.09281, 0.43883)  -0.003
C (3.92928, 3.51476, -2.59196)  -0.001
H (5.09553, -0.89826, -0.39936)  0.000
C (-2.08306, -2.77610, 0.66341)  0.007
H (-4.40353, 2.49651, 0.88657)  0.000
N (-0.34285, 1.61603, -1.34578)  -0.005
C (1.39932, -2.92949, -0.07441)  0.007
C (-5.89983, 4.62278, -1.27159)  0.000
H (2.02728, 4.57526, -0.01300)  0.000
H (4.03612, 2.67037, -3.25625)  0.000
C (2.61102, 1.09290, -1.20394)  0.005
H (-5.43395, -5.95398, 1.18609)  0.000
C (4.77709, 4.60003, -2.70213)  0.000
H (3.55295, 6.50843, -0.20386)  0.000
C (2.79117, 4.59603, -0.77918)  -0.001
N (1.95322, -0.09802, -1.01866)  -0.005
H (-3.15154, -4.87224, 4.62448)  0.000
H (1.38901, 0.44982, 4.16290)  0.000
C (-4.29947, -0.08729, -0.24019)  0.003
H (-3.77692, 2.95773, -3.30915)  0.000
H (0.40685, 3.26471, 4.04331)  0.000
C (5.19507, -4.51351, 1.44364)  0.000
C (-0.91158, -1.26681, -3.55330)  0.047
C (1.17401, -4.26967, 0.32064)  -0.004
C (2.01886, 2.34051, -1.48855)  -0.009
H (4.74500, 1.67093, -1.05754)  0.001
H (5.33669, -4.95841, 2.41717)  0.000
C (-4.36887, -5.51981, 2.98795)  0.000
C (4.04266, -3.79904, 1.17831)  -0.001
H (-1.83261, -3.29792, 3.25720)  0.000
C (-4.08919, -1.32990, 0.30839)  0.009
C (2.90308, -1.02707, -0.68911)  0.011
H (-5.48908, 4.72847, -3.36929)  0.000
C (-2.61542, -3.89188, 2.80120)  0.000
H (5.55633, 4.60177, -3.44926)  0.000
C (-3.03019, 0.42005, -0.60805)  0.006
H (-6.10605, 4.26355, 0.83007)  0.000
C (2.66780, -2.37364, -0.33103)  -0.006
H (-1.24802, 3.10340, 3.44589)  0.000
N (-0.41126, -0.96299, -2.52735)  0.025
Ru (-0.07264, -0.34855, -0.79213)  0.742
H (-1.08054, 2.01587, 1.16813)  0.001
C (-5.25411, 4.24028, -2.43609)  0.000
C (-2.88520, -3.73996, 1.44103)  0.001
C (-0.40413, 2.55727, 3.86175)  0.000
H (-0.69285, 2.09887, 4.80877)  0.000
C (0.90667, 0.54252, 3.21398)  0.001
C (-4.64447, 2.98205, -0.04996)  0.000
C (6.17761, -4.64645, 0.47709)  -0.001
C (-4.28654, 3.25550, -2.40586)  0.000
C (3.85357, -3.19412, -0.06563)  -0.001
C (4.17617, -0.41515, -0.66111)  0.008
C (3.99411, 0.90955, -0.98455)  0.014
H (0.54408, 4.69914, -2.13281)  0.000
H (-4.13134, -4.36536, -0.18192)  0.000
H (3.29385, -3.67489, 1.94910)  0.000
C (-3.94718, 2.63181, -1.20641)  0.000
C (-0.15646, -4.36707, 0.65970)  0.007
H (1.62634, -1.07629, 1.91202)  0.000

Calculated values
spin multiplicity	2
HOMO energy (spin up / spin down)	-0.2444 / -0.2451	hartree
HOMO-LUMO gap (spin up / spin down)	5.6 / 5.1	eV